Below is C46H48AuN3OP as an isolated structure at a distorted geometry, with properties calculated with ωB97M-V with the def2-TZVPD basis set.

Summary:
LUMO energy (alpha / beta) = 2.155 / 1.040 eV
net charge = -1
spin multiplicity = 3
HOMO energy (alpha / beta) = -0.33 / -3.53 eV
gap between HOMO and LUMO (alpha / beta) = 2.48 / 4.57 eV

The geometry in XYZ format:
```
100
C46H48AuN3OP | the Open Molecules 2025 dataset | ωB97M-V with the def2-TZVPD basis set
Au -1.990 0.666 -1.554
P 3.539 -1.283 2.199
O 2.536 -0.654 1.262
N -3.337 3.072 -2.677
N -2.352 3.468 -0.773
N 0.324 2.183 -0.735
C 3.812 -3.074 2.006
C 2.968 -1.089 3.901
C 6.644 0.409 0.177
C 6.199 -0.574 2.771
C -2.978 -0.282 0.934
C -1.563 3.290 0.332
C -1.306 2.304 -4.487
C -2.211 -2.327 -2.122
C -3.834 0.475 1.871
C -3.029 0.885 -5.610
C 1.624 1.922 -0.761
C -3.912 4.212 -2.133
C -6.118 2.240 -2.947
C 0.689 3.574 1.213
C -3.347 -0.768 -0.366
C -4.715 -0.819 -0.936
C -5.059 1.858 -3.929
C 2.057 3.391 1.105
C -2.713 1.845 -4.646
C 3.585 -3.748 0.795
C -4.325 0.383 -5.740
C -0.863 -0.272 2.391
C 4.463 -3.738 3.057
C 1.179 -1.579 5.479
C -1.153 -1.414 0.093
C 3.995 -5.081 0.659
C 3.539 -0.217 4.839
C 2.537 2.517 0.124
C -1.631 -0.639 1.176
C 1.793 -1.790 4.241
C -2.308 2.635 -1.871
C 7.473 -0.133 2.385
C 5.154 -0.562 1.839
C 7.698 0.383 1.100
C -0.189 2.962 0.242
C 1.790 -0.761 6.442
C -5.327 0.867 -4.893
C 4.644 -5.738 1.709
C 5.388 -0.088 0.533
C -2.175 -1.445 -0.930
C 4.893 -5.058 2.903
C -4.587 -0.661 -6.787
C -3.331 4.464 -0.963
C -3.738 2.325 -3.816
C 2.990 -0.110 6.125
C 0.125 -2.143 0.072
H -4.887 0.412 1.583
H 6.799 0.799 -0.833
H 8.292 -0.190 3.103
H -3.559 1.542 1.926
H -1.180 3.371 -4.714
H -6.340 0.464 -4.969
H -3.742 0.060 2.884
H 3.492 0.497 6.882
H -4.073 -1.608 -6.568
H -5.199 -1.796 -0.771
H -1.208 -2.434 -2.548
H 1.364 -2.512 3.536
H -5.657 -0.868 -6.879
H 8.687 0.753 0.816
H 5.435 -5.533 3.718
H 0.362 -2.518 -0.930
H 6.012 -0.920 3.789
H -1.070 0.762 2.712
H -2.601 -3.332 -1.906
H 4.962 -6.774 1.601
H -2.233 0.514 -6.264
H 1.964 1.195 -1.501
H -0.932 2.117 -3.463
H -2.845 -1.886 -2.898
H 4.416 0.374 4.560
H -3.512 5.208 -0.216
H 4.655 -3.213 3.994
H -4.704 4.733 -2.635
H 4.586 -0.101 -0.206
H 3.592 2.280 0.034
H -6.143 3.319 -2.747
H 0.951 -1.496 0.404
H -7.093 1.945 -3.353
H -4.214 -0.319 -7.762
H 0.229 -2.073 5.680
H 3.819 -5.604 -0.280
H 1.328 -0.638 7.419
H -4.686 -0.637 -2.018
H 2.740 3.910 1.786
H -5.998 1.702 -1.992
H 3.105 -3.222 -0.033
H 0.217 -0.346 2.218
H 0.222 4.187 1.987
H -1.106 -0.933 3.240
H -1.878 3.861 1.201
H -0.669 1.727 -5.167
H -5.358 -0.053 -0.483
H 0.110 -3.005 0.762
```

---

Below is C46H48MgN4O7P2S2Se2 as an isolated structure at a distorted geometry, with properties calculated with ωB97M-V with the def2-TZVPD basis set.

Summary:
LUMO energy (alpha / beta) = 3.411 / 3.411 eV
net charge = -2
spin multiplicity = 1
HOMO energy (alpha / beta) = 0.93 / 0.11 eV
gap between HOMO and LUMO (alpha / beta) = 2.48 / 3.31 eV

The geometry in XYZ format:
```
112
C46H48MgN4O7P2S2Se2 | the Open Molecules 2025 dataset | ωB97M-V with the def2-TZVPD basis set
Se 1.862 1.494 1.875
Se 2.661 -0.656 2.390
S 2.396 -1.903 -1.441
S -3.261 5.874 -3.748
P -1.403 2.203 0.040
P 0.070 1.047 -2.155
Mg 0.279 -0.895 -0.475
O -1.614 -1.111 -0.418
O 6.140 -0.059 0.661
O 0.162 -0.559 1.410
O 2.385 -0.522 -0.859
O 2.278 -1.828 -2.902
O 7.059 1.169 3.020
O 0.871 -4.429 0.775
N 1.173 -2.683 -0.768
N -1.091 2.212 -1.651
N -0.860 -1.340 1.859
N -1.707 -1.699 0.829
C -0.784 0.886 -6.203
C 5.918 2.039 2.896
C -5.164 0.694 -0.748
C 1.899 3.137 -1.733
C -2.621 7.042 -2.527
C -2.732 4.776 0.138
C -0.535 0.618 -3.822
C -3.554 -2.992 0.022
C -1.480 -0.406 -3.854
C 3.138 3.759 -1.836
C 3.065 -3.838 0.043
C -5.784 0.796 0.488
C -0.456 4.679 0.838
C 5.267 -4.704 0.487
C -4.527 -3.954 0.236
C 5.848 -3.770 -0.455
C -1.027 4.310 -3.036
C 3.865 2.046 -3.353
C 1.640 -3.730 0.108
C 4.342 0.103 3.046
C -4.631 -4.624 1.454
C -1.708 5.039 -4.185
C -1.575 4.029 0.326
C 3.916 -4.734 0.725
C -1.821 3.092 -2.572
C 2.624 1.433 -3.259
C -3.784 1.776 1.395
C -2.642 -2.665 1.047
C 3.614 2.334 2.166
C -0.179 1.249 -5.004
C 4.760 1.320 2.210
C 1.619 1.988 -2.463
C -3.856 1.133 -0.914
C -2.733 -3.353 2.283
C 5.038 -2.857 -1.107
C -2.093 -0.760 -5.050
C -5.088 1.333 1.566
C 5.131 0.938 0.771
C -1.635 6.771 0.931
C 4.123 3.216 -2.649
C -3.714 -4.310 2.462
C -2.766 6.134 0.443
C -3.161 1.694 0.148
C -1.750 -0.109 -6.222
C -0.477 6.041 1.127
C 3.671 -2.887 -0.866
H -2.731 3.415 -2.069
H 5.099 3.681 -2.708
H 2.450 0.485 -3.758
H -3.626 4.293 -0.240
H 3.565 2.885 3.106
H -1.046 5.787 -4.625
H 5.469 -2.124 -1.784
H 5.078 -0.697 2.982
H 1.141 3.548 -1.075
H 4.245 0.556 0.262
H -2.135 2.530 -3.455
H -5.388 -5.386 1.607
H -3.459 -2.485 -0.927
H 5.921 -5.389 1.021
H 0.578 2.025 -4.993
H -1.721 -0.928 -2.928
H -2.827 -1.555 -5.067
H -2.229 -0.382 -7.154
H -1.983 4.326 -4.968
H -3.762 -4.841 3.408
H 4.223 0.400 4.091
H 6.919 -3.767 -0.629
H 3.336 4.665 -1.272
H 0.441 4.096 1.031
H -1.665 7.827 1.170
H -3.683 6.694 0.298
H -5.555 1.391 2.542
H 0.411 6.526 1.517
H -6.799 0.439 0.618
H -2.336 6.538 -1.604
H -1.767 7.584 -2.938
H 7.710 1.588 3.586
H -2.004 -3.134 3.049
H -5.693 0.250 -1.583
H -0.497 1.379 -7.124
H 6.188 2.925 2.310
H -3.230 2.174 2.242
H -0.044 3.982 -3.376
H 4.642 1.597 -3.959
H 5.590 2.367 3.887
H 6.803 0.108 1.338
H 3.767 3.047 1.348
H -5.216 -4.196 -0.567
H 5.448 1.857 0.253
H -3.362 1.012 -1.871
H 3.483 -5.428 1.438
H -3.422 7.748 -2.310
H -0.859 4.983 -2.191
```